Record 1
Here is a single C3H9NP2 molecule from the Open Molecules 2025 dataset. Energies are from ωB97M-V/def2-TZVPD.

```
! wB97M-V def2-TZVPD RIJCOSX def2/J DEFGRID3
* xyz 0 1
C 1.79982 -0.65376 -0.39814
C -0.97338 0.48546 0.67952
C -1.54190 0.95722 -0.61291
N -0.70672 -0.84455 0.88599
P 1.73509 1.10118 0.17027
P 0.28561 -1.81176 -0.11445
H 1.95676 -0.65973 -1.48241
H 2.65606 -1.15580 0.06344
H -1.22331 1.05157 1.56671
H -2.56914 0.59255 -0.72563
H -0.96078 0.60636 -1.46485
H -1.55899 2.04348 -0.63125
H -0.59858 -1.08175 1.86845
H 2.04329 0.79919 1.50078
H -0.34383 -1.42966 -1.30551
*
```

As for the total energy: -23322.458 eV. The calculation puts the largest force on an atom at 2.1 eV/Å. The value obtained for the HOMO energy is -0.26029 Ha. The frontier orbital gap is 7.367 eV. The calculation puts the LUMO energy at 0.2844 eV.

---

Record 2
Here is a molecular structure, H12NiO6 from the Open Molecules 2025 dataset. Energies are from ωB97M-V/def2-TZVPD.

```
! wB97M-V def2-TZVPD RIJCOSX def2/J DEFGRID3
* xyz 2 3
Ni -0.05347 -0.00268 -0.03195
O -0.68347 1.10032 1.48205
H -0.95747 2.05632 1.37205
H -0.87947 0.90332 2.39505
O 1.56253 1.22732 -0.03495
H 2.33353 1.15632 -0.60895
H 1.81153 1.87032 0.62405
O 1.06753 -1.02568 1.68505
H 1.95553 -0.82668 1.94405
H 1.05453 -1.93068 1.80205
O 0.85453 -1.08868 -1.47395
H 1.09953 -2.02968 -1.35595
H 0.43853 -0.97368 -2.31895
O -1.04447 1.20132 -1.48595
H -0.96147 2.05932 -1.89795
H -1.68347 0.77232 -2.01995
O -1.66847 -1.22268 -0.01695
H -2.03247 -1.71168 -0.76895
H -2.21347 -1.53468 0.71005
*
```

As for the total energy: -53508.408 eV. The calculation puts the largest force on an atom at 3.5 eV/Å. The value obtained for the HOMO energy (alpha / beta) is -0.74345 / -0.73733 Ha. Its expectation value of S² is 2.00. The frontier orbital gap (alpha / beta) is 13.118 / 12.164 eV. The calculation puts the LUMO energy (alpha / beta) at -7.1122 / -7.9000 eV.

---

Record 3
Here is a single C4H8N2 molecule from the Open Molecules 2025 dataset. Energies are from ωB97M-V/def2-TZVPD.

```
! wB97M-V def2-TZVPD RIJCOSX def2/J DEFGRID3
* xyz 0 1
C -1.54048 -2.03125 -1.62695
C -1.00518 -1.22815 -0.58253
N 0.00791 -0.43969 -0.70467
N 0.35413 0.20974 0.55103
C 1.03384 1.30267 0.42584
C 1.45657 2.01520 1.70556
H -1.99153 -3.12740 -1.07948
H -2.50481 -1.49185 -2.11030
H -0.58771 -2.31117 -2.44569
H -1.39655 -1.26791 0.46817
H 1.43477 1.65978 -0.59134
H 2.50546 1.99239 1.86036
H 1.32927 3.10002 1.48974
H 0.90431 1.61762 2.64025
*
```

As for the total energy: -7254.783 eV. The calculation puts the largest force on an atom at 4.8 eV/Å. The value obtained for the HOMO energy is -0.33691 Ha. The SMILES is C/C=N/N=C/C. The frontier orbital gap is 10.257 eV. The calculation puts the LUMO energy at 1.0895 eV.

---

Record 4
Here is a molecular structure, CsF from the Open Molecules 2025 dataset. Energies are from ωB97M-V/def2-TZVPD.

```
! wB97M-V def2-TZVPD RIJCOSX def2/J DEFGRID3
* xyz 0 1
Cs 0.40952 1.21868 0.54079
F -0.40952 -1.21868 -0.54079
*
```

As for the total energy: -3265.203 eV. The calculation puts the largest force on an atom at 1.3 eV/Å. The value obtained for the HOMO energy is -0.30343 Ha. The frontier orbital gap is 7.608 eV. The calculation puts the LUMO energy at -0.6484 eV.

---

Record 5
Here is a molecular structure, C39H64Ge2N5O5P2V from the Open Molecules 2025 dataset. Energies are from ωB97M-V/def2-TZVPD.

```
! wB97M-V def2-TZVPD RIJCOSX def2/J DEFGRID3
* xyz 3 2
V 0.20713 -0.06324 -0.79735
C -5.95820 -1.74716 0.24207
C -4.76543 -1.20587 -0.53217
Ge -2.98629 -1.72974 0.23046
C -2.28082 -3.58243 -0.14965
C -3.13735 -4.70182 0.42670
C -3.00215 -1.53164 2.17857
C -2.32686 -0.87932 3.12252
Ge -0.67620 0.28944 2.91038
C -0.82201 2.15503 3.74147
C -0.97833 2.18656 5.25409
C 1.04582 -0.85068 2.83723
C 1.94405 -0.81875 4.07114
C -2.65866 -1.05226 4.54560
C -1.64827 -1.00325 5.50408
C -1.90540 -1.26970 6.83476
C -3.19477 -1.58369 7.23559
C -4.21885 -1.60257 6.30234
C -3.96033 -1.33219 4.97123
H -6.87904 -1.43210 -0.24370
H -5.97143 -1.37533 1.26444
H -5.94587 -2.83315 0.27849
H -4.79976 -0.11566 -0.55236
H -4.79987 -1.54859 -1.56749
H -1.26744 -3.64358 0.26256
H -2.21208 -3.70319 -1.23213
H -3.20123 -4.63239 1.50978
H -2.71223 -5.67155 0.17321
H -4.14528 -4.65925 0.02236
H -3.80178 -2.18031 2.53567
H -1.70854 2.58876 3.27385
H 0.04419 2.74418 3.43845
H -1.87151 1.65784 5.57504
H -1.07138 3.22184 5.57859
H -0.11878 1.75226 5.75840
H 1.58872 -0.52526 1.94880
H 0.71022 -1.87479 2.64998
H 2.10198 0.19748 4.43734
H 2.90502 -1.28272 3.84645
H 1.50656 -1.38907 4.88790
H -0.63260 -0.77752 5.18666
H -1.10571 -1.24139 7.55886
H -3.40327 -1.81457 8.26791
H -5.22573 -1.83295 6.61290
H -4.77417 -1.33103 4.26305
N -2.65612 2.15818 -0.07294
C -1.86362 3.35913 0.11793
C -0.39877 3.09075 -0.26667
C 0.21303 2.06379 0.65573
O 1.18380 2.36369 1.37231
O -0.37857 0.92563 0.77419
H -2.72973 1.94984 -1.06742
H -3.59517 2.30386 0.28036
H -1.92605 3.66020 1.16749
H -2.20646 4.20513 -0.49438
H 0.17389 4.01615 -0.19690
H -0.39640 2.71698 -1.29637
N -1.61114 0.03451 -1.77803
C -1.73410 -0.62266 -0.80508
C 1.56036 -0.06420 -4.12674
P 0.99112 1.14074 -2.85679
C 2.41221 2.30721 -2.81669
C 2.89363 2.83044 -1.62159
C 3.92046 3.76169 -1.62690
C 4.47680 4.18554 -2.82206
C 3.98787 3.68439 -4.01817
C 2.96060 2.75857 -4.01896
C -0.24393 2.10888 -3.78136
C -1.27593 1.47582 -4.47063
C -2.17189 2.22146 -5.21529
C -2.05492 3.60221 -5.27698
C -1.05148 4.23980 -4.56429
C -0.15951 3.50083 -3.80935
H 2.02015 0.46643 -4.95876
H 0.70803 -0.62542 -4.49830
H 2.27961 -0.75562 -3.68925
H 2.43350 2.53132 -0.69331
H 4.26822 4.19007 -0.69857
H 5.25995 4.92719 -2.82324
H 4.39315 4.03518 -4.95425
H 2.55760 2.43341 -4.96583
H -1.38561 0.40272 -4.42605
H -2.96561 1.72256 -5.74984
H -2.73838 4.17997 -5.87920
H -0.95942 5.31482 -4.59231
H 0.61990 4.00888 -3.26087
C -0.79922 -2.77773 -3.53106
N 0.21010 -3.42062 -2.71734
C 0.40169 -4.83623 -2.95352
C 0.89635 -2.75493 -1.78352
C 1.90854 -3.50837 -0.96457
O 0.74677 -1.52002 -1.59030
H -1.73078 -3.34217 -3.48488
H -0.47196 -2.74766 -4.57175
H -0.98601 -1.76738 -3.16769
H -0.09061 -5.10766 -3.88405
H -0.03148 -5.43273 -2.14841
H 1.45786 -5.08215 -3.04138
H 2.72120 -3.87513 -1.59207
H 1.45961 -4.36987 -0.47318
H 2.31326 -2.84138 -0.20419
N 3.51775 1.58088 2.30353
C 4.46391 1.24155 1.23129
P 3.72204 -0.13567 0.19155
O 3.99068 -1.45896 0.83701
O 2.30956 0.22891 -0.11681
C 4.87725 -0.22800 -1.31621
N 5.57693 -1.51798 -1.13525
H 3.85342 2.36669 2.87117
H 3.36654 0.76135 2.90823
H 2.55437 1.85584 1.89566
H 5.40011 0.87990 1.65746
H 4.66108 2.11805 0.61709
H 5.58145 0.60078 -1.32834
H 4.30423 -0.20075 -2.24369
H 6.58886 -1.42654 -1.00947
H 5.41437 -2.19290 -1.88650
H 5.11500 -1.87394 -0.20747
*
```

As for the total energy: -216446.283 eV. The calculation puts the largest force on an atom at 3.7 eV/Å. The value obtained for the HOMO energy (alpha / beta) is -0.54716 / -0.54296 Ha. Its expectation value of S² is 0.80. The frontier orbital gap (alpha / beta) is 7.937 / 7.569 eV. The calculation puts the LUMO energy (alpha / beta) at -6.9515 / -7.2052 eV.

---

Record 6
Here is 4 unconnected molecules or ions with the total composition C23H39F8N2O5P from the Open Molecules 2025 dataset. Energies are from ωB97M-V/def2-TZVPD.

```
! wB97M-V def2-TZVPD RIJCOSX def2/J DEFGRID3
* xyz 0 1
N -0.28029 4.46381 0.21142
C -0.82980 3.33730 -0.52622
C -0.80978 3.49644 -2.06363
C -1.82828 2.55515 -2.75007
P -1.04308 1.00111 -3.35939
C -1.17093 -0.16060 -1.92964
C -2.45029 -1.00402 -1.84351
O -3.44684 -0.36420 -1.04530
C -4.76425 -0.54524 -1.48687
C -5.44592 0.74993 -1.94817
F -6.74246 0.42416 -2.19825
F -4.86432 1.15375 -3.10157
C -5.48769 1.86316 -0.88396
F -6.21271 1.34073 0.14611
F -4.28522 2.16014 -0.37569
C -6.21564 3.19986 -1.25932
F -7.54496 3.07843 -1.12294
F -5.82207 4.10625 -0.32233
C -5.91708 3.87161 -2.60486
F -6.42452 3.19266 -3.64805
F -4.59483 4.10556 -2.74362
N -2.10710 0.25204 -4.56145
C -2.70770 1.03020 -5.28096
O -3.37187 1.79038 -5.86147
H -0.76710 5.31010 -0.05250
H 0.71148 4.57634 0.05144
H -0.32278 2.40555 -0.26580
H -1.86799 3.21682 -0.20378
H -1.16575 4.51543 -2.25090
H 0.20260 3.41712 -2.46524
H -2.58921 2.29676 -2.01134
H -2.32366 3.10827 -3.54837
H -1.12938 0.44738 -1.02160
H -0.32137 -0.84187 -1.89846
H -2.16986 -1.92406 -1.31000
H -2.81149 -1.32568 -2.82182
H -5.36727 -0.92412 -0.65420
H -4.86219 -1.28259 -2.28713
H -6.40942 4.85104 -2.58193
C -0.19250 -0.56144 3.16868
C 0.27235 0.72986 3.83351
C 1.12106 1.35594 2.73633
O 0.55027 0.93026 1.49136
C -0.39358 -0.11478 1.72947
H -1.09328 -0.98548 3.61121
H 0.59766 -1.30918 3.21979
H -0.58919 1.36580 4.05253
H 0.82663 0.57457 4.75750
H 2.15426 0.99742 2.78286
H 1.12783 2.44587 2.77508
H -1.40051 0.29350 1.57743
H -0.23238 -0.91821 1.00707
C 4.26038 -3.00869 3.16230
C 4.74829 -3.04262 4.60782
C 4.52014 -1.60208 5.04608
O 3.39336 -1.12613 4.30466
C 3.08549 -2.05044 3.25596
H 3.98069 -3.98344 2.76740
H 5.03170 -2.58887 2.51835
H 4.12306 -3.71843 5.19634
H 5.78511 -3.35858 4.71633
H 5.38259 -0.97194 4.80283
H 4.31499 -1.50981 6.11335
H 2.16621 -2.57917 3.52810
H 2.91149 -1.50358 2.32782
C 5.26091 -3.51055 -2.24217
C 6.38278 -3.69073 -1.22453
C 5.70613 -3.24641 0.06439
O 4.32004 -3.57054 -0.07281
C 4.04001 -3.92004 -1.43130
H 5.38670 -4.10435 -3.14621
H 5.18518 -2.46007 -2.53194
H 6.66135 -4.74506 -1.15880
H 7.27934 -3.11591 -1.45142
H 5.79030 -2.16276 0.20526
H 6.10822 -3.74405 0.94681
H 3.87511 -5.00178 -1.48146
H 3.12808 -3.41574 -1.75278
*
```

As for the total energy: -68728.355 eV. The calculation puts the largest force on an atom at 1.8 eV/Å. The value obtained for the HOMO energy is -0.30118 Ha. The SMILES is NCCCP(CCOCC(F)(F)C(F)(F)C(F)(F)C(F)F)N=C=O.C1CCOC1.C1CCOC1.C1CCOC1. The frontier orbital gap is 8.815 eV. The calculation puts the LUMO energy at 0.6197 eV.